No. 1
DFT (the ωB97M-V functional and the def2-TZVPD basis) results for a molecular structure, C36H42AsBiN2O6S7.

Output
HOMO = -2.216 eV
relative energy (zero: lowest compared OMol25 entry of this formula, charge and spin) = 0.0000 eV
frontier orbital gap = 5.765 eV
net charge = -2
molecular weight = 1107.1 g mol⁻¹

XYZ file:
```
95
C36H42AsBiN2O6S7 the ωB97M-V functional and the def2-TZVPD basis
Bi 0.0756 -0.6358 0.1793
O -3.2351 -2.6626 -4.2625
C -3.8495 -3.0824 -3.1394
C -5.0366 -3.8037 -3.2655
C -5.6796 -4.2919 -2.1407
C -5.1500 -4.0762 -0.8736
C -3.9859 -3.3366 -0.7435
C -3.3383 -2.8118 -1.8584
C -2.1209 -1.9770 -1.6510
O -1.9702 -1.4423 -0.5010
N -1.3261 -1.8553 -2.6858
N -0.2086 -1.0709 -2.4307
C 0.5470 -0.9262 -3.4541
C 1.7544 -0.1337 -3.5755
C 2.3867 -0.1629 -4.8246
C 3.5000 0.5976 -5.1206
C 3.9905 1.4531 -4.1266
C 3.3983 1.5121 -2.8884
C 2.2734 0.7005 -2.5283
O 1.7883 0.7476 -1.3533
H -2.3577 -2.2869 -3.9600
H -5.4227 -3.9831 -4.2614
H -6.5946 -4.8624 -2.2575
H -5.6285 -4.4897 0.0047
H -3.5304 -3.1810 0.2271
H 0.2356 -1.4410 -4.3685
H 1.9663 -0.8131 -5.5868
H 3.9665 0.5473 -6.0961
H 4.8483 2.0852 -4.3365
H 3.7681 2.1929 -2.1292
O -4.3594 4.6050 2.7292
S -3.7122 3.3415 3.2036
C -1.9828 3.4174 2.6764
C -1.3348 4.6608 3.2605
C 0.1403 4.7957 2.8778
C 1.0578 3.7759 3.5662
S 1.6533 2.4966 2.4185
O 0.4486 1.6921 2.0808
C 2.5884 1.5824 3.6478
C 2.1862 0.2950 3.9561
C 2.9583 -0.4581 4.8336
C 4.1071 0.0845 5.3914
C 4.4992 1.3826 5.0754
C 3.7433 2.1348 4.1902
C -4.1896 2.0344 2.0826
C -3.7088 0.7479 2.2922
C -4.0335 -0.2510 1.3895
C -4.8487 0.0388 0.3011
C -5.3395 1.3235 0.1177
C -5.0089 2.3373 1.0098
H -1.9781 3.4423 1.5845
H -1.5007 2.4902 2.9902
H -1.4220 4.6495 4.3531
H -1.8889 5.5335 2.9102
H 0.4764 5.8016 3.1400
H 0.2395 4.7143 1.7906
H 0.5474 3.2384 4.3693
H 1.9496 4.2462 3.9826
H 1.3056 -0.1356 3.4919
H 2.6572 -1.4798 5.0337
H 4.7118 -0.5098 6.0661
H 5.4032 1.7999 5.5032
H 4.0669 3.1306 3.9052
H -3.0563 0.5159 3.1271
H -3.6084 -1.2365 1.5208
H -5.0783 -0.7430 -0.4123
H -5.9690 1.5459 -0.7356
H -5.3600 3.3536 0.8840
S -1.5850 -4.8165 2.0858
As -0.0113 -3.4353 2.1966
S -0.7532 -1.3840 2.5987
S 0.7979 -3.0730 0.0968
S 1.6202 -3.8795 3.4770
C 5.7493 -3.2958 -0.5732
C 4.5834 -3.6223 0.3550
C 4.1310 -2.4586 1.2248
S 3.4101 -1.1240 0.2481
O 2.4494 -0.4281 1.1928
C 4.7720 0.0556 0.1457
C 5.3699 0.4595 1.4856
C 5.9722 1.8590 1.4328
H 6.0919 -4.1864 -1.1035
H 6.5987 -2.8895 -0.0153
H 5.4618 -2.5613 -1.3291
H 4.8550 -4.4427 1.0242
H 3.7244 -3.9691 -0.2235
H 4.9298 -2.0720 1.8604
H 3.3002 -2.7656 1.8699
H 4.2802 0.9025 -0.3373
H 5.5112 -0.3448 -0.5520
H 6.1358 -0.2575 1.7911
H 4.5839 0.4286 2.2429
H 6.7467 1.9318 0.6645
H 6.4177 2.1322 2.3917
H 5.2009 2.5959 1.1965
```

---

No. 2
DFT (the ωB97M-V functional and the def2-TZVPD basis) results for a molecular structure, C3H12FN6O3Rb.

Output
HOMO = -8.887 eV
frontier orbital gap = 8.832 eV
molecular weight = 284.6 g mol⁻¹

XYZ file:
```
26
C3H12FN6O3Rb the ωB97M-V functional and the def2-TZVPD basis
Rb -2.1189 -0.3002 -0.8016
F -2.2153 -1.7176 1.6751
C -0.3732 2.3815 -2.8577
O -1.2960 1.6638 -2.4759
N -0.2758 2.7953 -4.1618
N 0.6852 2.6499 -2.0349
H -0.9338 2.4013 -4.8057
H 0.4555 3.4208 -4.4410
H 0.5480 2.3575 -1.0705
H 1.2657 3.4415 -2.2488
C 0.1831 1.1494 1.6917
O -0.1919 1.3842 0.5318
N 1.2250 1.8235 2.2651
N -0.4291 0.2169 2.4621
H 1.6503 1.4664 3.0996
H 1.5466 2.6701 1.8394
H -0.1419 0.0922 3.4155
H -1.2134 -0.3498 2.1145
C 0.6750 -3.5549 0.5207
O 1.7286 -3.8271 -0.0395
N 0.1318 -2.3021 0.5091
N -0.0418 -4.4625 1.2576
H 0.5674 -1.6380 -0.1049
H -0.7151 -2.0786 1.0557
H 0.3100 -5.4011 1.2344
H -1.0262 -4.2824 1.3703
```

---

No. 3
DFT (the ωB97M-V functional and the def2-TZVPD basis) results for a molecular structure, C33H37FeN6O2PS2Te.

Output
HOMO (alpha / beta) = -10.293 / -10.336 eV
relative energy (zero: lowest compared OMol25 entry of this formula, charge and spin) = 0.0000 eV
multiplicity = 6
frontier orbital gap (alpha / beta) = 6.256 / 5.288 eV
net charge = +1
molecular weight = 828.3 g mol⁻¹
expectation value of S² = 8.778

XYZ file:
```
83
C33H37FeN6O2PS2Te the ωB97M-V functional and the def2-TZVPD basis
Fe -1.3157 0.5070 -0.1126
C -3.7559 -3.2583 -0.3478
C -3.2318 -2.0416 0.0847
N -2.3758 -1.3606 -0.6675
C -2.0475 -1.8884 -1.8619
C -2.6101 -3.0903 -2.2829
N -3.4533 -3.7712 -1.5254
C -1.0820 -1.1077 -2.6522
C -0.4767 -1.5664 -3.8100
C 0.4575 -0.7573 -4.4526
C 0.7537 0.4892 -3.9069
C 0.1125 0.8864 -2.7434
N -0.7920 0.0989 -2.1382
C 0.4042 2.1395 -2.0290
C 1.1740 3.1808 -2.5410
N 1.4713 4.2484 -1.8198
C 1.0103 4.2941 -0.5832
C 0.2033 3.2855 -0.0594
N -0.1044 2.2203 -0.7863
C 1.1489 -1.2256 -5.6619
C 1.4096 -0.3615 -6.7237
C 2.0677 -0.8614 -7.8381
N 2.4750 -2.1171 -7.9463
C 2.2316 -2.9344 -6.9342
C 1.5713 -2.5474 -5.7768
H -4.4397 -3.8126 0.2825
H -3.4990 -1.6151 1.0401
H -2.3843 -3.5088 -3.2545
H -0.7150 -2.5395 -4.2117
H 1.5103 1.1105 -4.3597
H 1.5586 3.1561 -3.5520
H 1.2754 5.1506 0.0217
H -0.1749 3.3224 0.9540
H 1.0875 0.6703 -6.7106
H 2.2724 -0.2155 -8.6837
H 2.5809 -3.9542 -7.0444
H 1.4244 -3.2640 -4.9804
C -1.9211 3.3384 6.8056
C -2.2381 2.9971 5.3849
C -2.3121 3.9759 4.4065
C -2.6153 3.6738 3.0875
C -2.6702 4.8048 2.1050
C -2.8275 2.3243 2.7217
Te -3.3444 1.9876 0.6958
C -2.7640 1.3165 3.7066
C -3.0445 -0.1270 3.4390
C -2.4727 1.6809 5.0117
H -1.7189 4.4011 6.9233
H -1.0474 2.7845 7.1510
H -2.7536 3.0768 7.4604
H -2.1283 5.0078 4.6758
H -2.5414 5.7531 2.6210
H -3.6237 4.8393 1.5736
H -1.8856 4.7329 1.3480
H -2.6131 -0.4501 2.4979
H -4.1218 -0.3156 3.4347
H -2.6035 -0.7451 4.2183
H -2.4242 0.9050 5.7655
C 2.9192 0.4088 -0.8712
C 3.0610 -1.0314 -0.4261
C 2.1544 -1.9756 -1.2023
O 2.8028 -1.2379 0.9724
P 2.0646 -0.3110 2.0549
S 2.7963 1.4232 2.4184
S 0.0099 -0.2328 1.5546
O 2.0704 -1.2553 3.3093
C 2.0124 -2.7004 3.4436
C 0.9787 -3.3557 2.5501
C 3.4025 -3.2787 3.2743
H 3.1571 0.4632 -1.9352
H 3.5925 1.0659 -0.3270
H 1.8999 0.7617 -0.7137
H 4.1044 -1.3377 -0.5471
H 1.1123 -1.6928 -1.0437
H 2.2910 -3.0013 -0.8632
H 2.3834 -1.9297 -2.2678
H 1.6992 -2.8124 4.4847
H 1.2393 -3.2608 1.4967
H -0.0092 -2.9275 2.7062
H 0.9457 -4.4159 2.8025
H 3.7435 -3.1819 2.2456
H 3.3892 -4.3361 3.5365
H 4.1085 -2.7713 3.9290
```

---

No. 4
DFT (the ωB97M-V functional and the def2-TZVPD basis) results for 2 unconnected molecules or ions with the total composition C3HF5I2.

Output
HOMO (alpha / beta) = -8.660 / -8.659 eV
relative energy (zero: lowest compared OMol25 entry of this formula, charge and spin) = 3.6063 eV
frontier orbital gap (alpha / beta) = 6.557 / 6.555 eV
molecular weight = 385.8 g mol⁻¹

XYZ file:
```
11
C3HF5I2 the ωB97M-V functional and the def2-TZVPD basis
C 1.9032 -0.5510 -0.4840
C 1.1286 -1.5319 -0.0413
C -1.1763 1.7283 0.6780
F 2.5932 -0.6063 -1.5891
F 0.6834 -2.6809 -0.5847
F 0.5487 -1.2623 1.1667
F -0.1696 2.1362 -0.1141
F -1.7091 2.7621 1.2289
I -2.8415 -1.2996 0.3502
I -2.8452 1.0566 -0.8803
H 1.8846 0.2488 0.2696
```

---

No. 5
DFT (the ωB97M-V functional and the def2-TZVPD basis) results for a molecular structure, C3H8NO3.

Output
HOMO = -3.293 eV
relative energy (zero: lowest compared OMol25 entry of this formula, charge and spin) = 5.3565 eV
frontier orbital gap = 6.248 eV
net charge = -1
molecular weight = 106.1 g mol⁻¹

XYZ file:
```
15
C3H8NO3 the ωB97M-V functional and the def2-TZVPD basis
O 1.8278 1.3012 0.5556
C 1.5457 0.1383 0.1571
N 0.3456 -0.2527 -0.4283
C -0.6297 0.7636 -0.1769
O -1.9374 0.4863 -0.8164
C 2.6638 -0.8302 -0.0756
H 0.7003 -0.5228 0.8123
H -0.4067 1.7618 -0.5553
H -0.8829 0.9421 0.8681
H 2.1533 -1.8044 -0.1432
H 3.0954 -0.6487 -1.0703
H 3.4469 -0.7157 0.6495
H -2.4950 -0.0786 -0.1662
H -2.6091 -1.5869 1.2188
O -3.1972 -1.2836 0.5218
```

---

Number 1: E_tot -195808.43384 eV. Number 2: E_tot -21766.65393 eV. Number 3: E_tot -120495.00333 eV. Number 4: E_tot -32911.37871 eV. Number 5: E_tot -10870.43114 eV.